Entry 1:
89
Properties=species:S:1:pos:R:3:mulliken_charge:R:1 method="wB97M-V/def2-TZVPD" e_tot_ha=-2441.541043 spin_multiplicity=1 charge=+1
H -4.57558 -0.95377 -1.30145 0.005
H 5.94232 3.22464 -1.31293 0.323
O 4.90258 2.39709 0.29969 -0.286
H 10.40174 7.97393 2.22106 0.352
C 9.42701 7.60090 2.54321 -1.077
H -3.64183 -1.88849 0.43305 0.009
H -3.89732 -5.48573 -1.65558 0.305
C -1.35906 -3.20009 -2.14021 -1.248
O 8.14303 4.77571 2.68904 -0.561
C 5.70730 4.15729 3.52658 -0.593
H -2.52084 -1.30763 -1.83536 -0.038
H -4.05181 1.49070 0.65350 0.332
H 6.91265 2.70998 0.07654 0.195
C 3.74604 2.24092 -0.36902 0.707
H 0.86597 -4.25001 -1.25488 0.445
H -5.84834 -2.79368 -0.23829 0.169
C -1.72322 -6.60597 -0.25077 -0.392
H -5.42215 3.74551 -3.33006 0.304
H 0.26626 0.27582 -0.83621 0.131
H -3.55194 -4.14665 0.00803 0.256
H 4.81794 3.95687 4.12642 0.275
C -4.39634 4.11147 -3.43371 -0.146
H 6.26136 3.22254 3.41004 0.282
H 5.38962 4.54060 2.55349 0.262
C 0.14385 -4.24975 -0.33984 -0.482
H -2.72293 -6.57397 0.34190 0.330
H -2.95021 2.84789 1.07327 0.458
C -4.26977 5.56061 -3.00100 -1.124
C 1.29153 0.45716 -0.50335 -0.541
O 2.75753 2.09740 0.53643 -0.389
C -0.48534 -6.44728 0.75070 -0.670
H 10.20444 5.90495 3.66149 0.298
H -5.29007 -1.27814 -2.99142 0.350
N 0.49711 -5.38612 0.50970 -0.252
O -4.84161 3.35991 -0.88299 -0.536
C -2.91511 -5.75423 -2.17472 -0.696
C 9.56010 6.77644 3.81057 -0.162
H -2.30593 1.22076 0.79023 -0.030
H 1.54130 -0.25512 0.28626 0.232
O 3.61945 2.21075 -1.57007 -0.561
O -2.86688 2.22749 -0.90069 -0.161
H -1.72830 -7.64434 -0.77729 0.473
C -3.06923 1.93763 0.48025 -0.618
O 6.48466 5.14100 4.20503 -0.346
H 8.75635 8.44900 2.70527 0.292
H -1.83942 -1.56373 0.24811 -0.330
H 1.37245 -5.80076 0.15851 0.371
H -4.75942 -4.21875 4.87544 0.373
C -2.48146 -2.05185 2.35180 -0.417
H -4.90345 6.20375 -3.61548 0.365
H 0.07265 -7.46969 0.77005 0.332
C -2.60182 -2.27231 -2.48754 -0.155
H -1.07297 -3.74549 -3.13202 0.390
H -2.25154 -4.40402 1.27567 0.287
H -3.23293 5.89719 -3.08408 0.296
H 6.22911 1.47808 -0.99968 0.299
H -2.47801 -1.88790 -3.58278 0.445
H -7.16672 -2.00793 -1.41226 0.379
H -6.19806 -3.61096 -1.85661 0.199
F -0.64134 -6.03034 -2.17646 -0.212
H 0.74048 2.06236 0.80577 0.247
C -3.83985 2.98623 -1.44384 0.597
H -4.56250 5.69031 -1.95630 0.314
C 1.45026 1.88247 -0.00596 -0.413
H -1.40790 -2.16695 2.75829 0.348
O 8.27584 6.37652 4.30498 -0.372
H -0.45441 -2.48268 -1.96518 0.239
O -3.92529 -2.80271 -2.30065 -0.255
H -2.99135 -6.88962 -2.42813 0.384
H 1.96385 0.25128 -1.34004 0.368
C 6.05178 2.45577 -0.54425 -0.656
C 7.68594 5.36504 3.64048 0.756
C -2.59574 -2.28224 0.76110 0.254
C -4.91961 -1.78530 -2.01412 -0.040
N -1.67105 -5.58328 -1.36758 0.472
H -0.92305 -6.33874 1.82637 0.283
H -4.12881 4.02608 -4.48995 0.289
H 9.00074 7.01075 1.72834 0.300
H -2.80221 -0.94947 2.55088 0.288
C -6.17563 -2.57771 -1.31788 -0.853
C -3.54660 -2.94265 3.18995 -0.308
C -4.28889 -3.62948 4.00538 -0.353
Cl 0.67982 -2.70718 0.58152 -0.142
H -2.89292 -5.23180 -3.21409 0.280
O -3.48507 3.27341 -2.70988 -0.348
H 1.23346 2.61235 -0.79152 0.376
C -2.47082 -3.81593 0.29031 -0.799
C -1.41535 -4.15682 -0.85500 0.954
H 10.01993 7.38751 4.59136 0.290

=====

Entry 2:
14
Properties=species:S:1:pos:R:3:mulliken_charge:R:1 method="wB97M-V/def2-TZVPD" e_tot_ha=-646.912122 spin_multiplicity=1 charge=+1
H -2.64797 1.17594 -0.53048 0.311
H -1.21821 -1.52990 0.30489 0.265
H -0.67661 -0.68132 1.67083 0.289
C 2.28251 -1.17969 -0.25612 0.067
H 1.32342 -1.70198 -0.31133 0.333
H -0.14259 -0.00828 -1.27728 0.402
S 1.09177 1.20093 0.09335 0.220
H 3.29641 -1.63580 -0.42034 0.287
C -0.46197 0.28492 -0.27058 0.149
N -0.45734 -0.86666 0.61456 -0.619
O 2.28186 0.03482 -0.07638 -0.162
H -1.31484 2.39582 -0.29331 0.311
C -1.55442 1.32105 -0.15677 -1.197
H -1.80202 1.19015 0.90896 0.346

=====

Entry 3:
125
Properties=species:S:1:pos:R:3:mulliken_charge:R:1 method="wB97M-V/def2-TZVPD" e_tot_ha=-3349.826467 spin_multiplicity=1 charge=+1
H -0.76473 -3.85067 -4.92643 0.501
H -4.23403 -0.91311 3.52784 0.433
N 2.73751 1.14513 0.47758 1.839
C 4.00990 -2.11139 -0.89547 -1.709
H 2.95242 -2.33656 -8.31562 0.404
C 2.37275 1.82685 -0.61656 -0.263
N 0.18809 -1.49125 4.57431 0.752
C -3.61169 6.05803 -1.48418 -0.591
C -2.15544 -1.82889 0.55555 0.207
C -1.14721 -0.03740 -5.76833 0.102
C 3.59914 -3.24771 1.95213 -0.801
H -1.78542 0.63089 -3.96407 0.153
N -0.52383 -0.50731 3.96951 0.268
H -3.82141 -3.72162 -5.50129 0.349
C -1.33531 -3.00531 -4.53882 -0.956
H -4.59333 0.28155 -0.70856 0.449
H -0.21860 -2.97000 6.02602 0.549
O -2.94256 1.59301 -0.22646 -0.515
C -2.92602 -3.10753 0.41858 -2.015
H -1.66490 -2.41219 -5.38669 0.275
H 4.32280 -3.93526 1.55071 0.592
B 1.73533 -1.44168 4.61083 -0.861
H -1.75320 1.76632 2.81127 -0.279
H -2.26897 -3.95702 0.57567 0.477
H 0.32575 -2.88733 1.81658 0.077
H 3.72269 3.09099 2.12313 0.266
H -2.88782 2.66420 3.83874 0.589
C -4.05176 4.11555 0.45562 -0.290
H 5.37460 0.41477 2.15556 0.307
C 2.24159 3.51934 3.64197 0.455
C 2.62789 -2.28816 -0.26039 3.278
H 1.11663 4.70963 2.24010 0.639
C -2.79459 0.53900 4.26132 0.670
H -2.22429 -4.09776 -2.90886 0.361
F -5.43517 7.26191 -0.62583 -0.320
H 6.06934 1.45791 0.12285 0.533
H 1.16968 2.99797 1.84161 -0.212
H 0.69881 -2.31837 -9.32903 0.410
H -1.43310 2.81900 0.44626 -0.340
H 0.90621 -3.60744 -0.52262 0.399
H -1.33785 2.11477 4.49902 0.381
O -1.97154 0.60637 -6.37080 -0.604
H 4.57909 -3.04155 -0.85156 0.440
H 3.72451 0.17877 2.54858 -0.259
H -1.55142 2.65228 -1.32309 0.130
C 3.31586 -2.99049 3.27915 -0.583
C -2.81206 -0.58136 0.08707 -0.172
H 3.58203 4.80583 2.52020 0.462
Pb 0.56754 0.24796 1.85385 1.624
H -4.22536 3.35945 1.21094 0.454
N 1.98466 -1.70967 2.08328 0.962
C -1.75284 -0.52319 4.48887 -0.424
H -2.70773 -1.83544 6.01181 0.568
H 2.96694 0.01258 6.67648 0.490
C 0.85844 -1.87221 -8.35669 -0.622
S 0.13775 -0.20505 -2.11401 0.546
C -2.12695 2.74798 -0.39843 0.324
C 1.08319 3.70657 2.66625 -0.873
N -2.20539 0.52794 0.21330 1.137
C 2.12593 -1.87578 -7.79080 -0.405
N -0.98391 -1.81545 1.07570 1.642
C -0.19687 -1.28169 -7.68343 -0.456
H 3.90060 -1.82916 -1.94359 0.369
H -1.18733 -1.25207 -8.11935 0.450
H 2.13344 4.25755 4.44039 0.571
C -2.55556 -3.49729 -3.76095 0.279
C 2.69131 0.60898 5.82290 -0.250
C 2.74255 -2.41562 1.22672 -1.079
C -4.87529 5.22693 0.39855 -0.576
H 4.58403 -1.33683 -0.38913 0.390
C 1.28441 -0.69009 -5.87763 0.038
C 3.25746 2.40327 -1.49588 -1.059
H -4.74494 0.76592 3.34131 0.482
C -4.17507 -0.70361 -0.53125 -2.032
H -3.39452 -3.19034 -0.55987 0.460
H 2.46575 -4.43278 -0.58072 0.418
H -3.45549 6.82137 -2.23368 0.447
C 2.28595 2.17442 4.31821 -0.735
N -1.23999 -0.11459 -4.37054 0.378
N 2.34948 -2.06756 3.34035 0.183
H 0.06030 -2.71095 -2.98555 0.015
N 2.16312 0.04298 4.72825 0.411
H 1.46384 -0.19463 -4.93103 0.507
H -3.26590 0.69515 5.23529 0.685
C -4.64027 6.18368 -0.57143 0.292
H -5.69612 5.35168 1.09152 0.452
C -1.84762 -1.57032 5.42111 -1.594
C -3.88841 0.09306 3.28671 -1.339
C -0.60031 -2.14864 5.44272 -0.430
H 1.30660 1.90137 -0.78381 0.206
H -4.10630 -1.22442 -1.48885 0.107
C -2.15519 1.85696 3.82412 -1.336
C 5.02057 1.57852 -0.11592 -0.869
H -3.50290 0.10839 2.26920 0.092
H -3.09430 -2.62664 -3.37437 -0.079
H -2.94804 -5.19217 -5.04738 0.353
C -3.47504 -4.32023 -4.65799 -1.535
H 2.89429 2.93277 -2.36478 0.536
N 1.91417 0.99651 3.79284 0.835
C 0.00596 -0.71154 -6.42936 0.450
H 3.72779 -3.41695 4.17859 0.527
H 2.12642 -2.04265 5.56290 -0.159
C 2.79254 1.96420 5.60903 -1.436
H 3.33632 -1.23583 -6.13805 0.431
N -0.44651 -2.20949 -3.69923 0.324
H -4.34720 -4.66912 -4.10723 0.423
H -2.00938 4.80772 -2.14917 0.424
C 4.62002 2.26975 -1.23333 -0.761
H 3.17419 2.71091 6.28383 0.558
C -3.01677 3.95568 -0.45981 0.146
C -0.54084 -0.89654 -3.46286 -1.403
N 4.42705 0.31136 1.83728 0.025
C 2.34105 -1.26897 -6.56147 -0.800
C 4.04963 1.02304 0.73545 -0.809
H 5.35271 2.71317 -1.89424 0.443
C 3.57594 3.79775 2.93603 -1.462
H -4.84426 -1.26391 0.12103 0.392
H 2.02011 -1.40803 -0.47405 -1.383
H 1.95722 -3.44574 -1.95119 0.424
C 1.93934 -3.51905 -0.86117 -1.754
O -0.56980 -3.05373 1.48393 -0.802
H -3.71510 -3.14601 1.17304 0.266
H 4.41033 3.70150 3.63121 0.433
C -2.80805 4.92978 -1.42728 -0.470
H 0.12025 3.57440 3.15938 -0.016

=====

Entry 4:
15
Properties=species:S:1:pos:R:3:mulliken_charge:R:1 method="wB97M-V/def2-TZVPD" e_tot_ha=-382.201212 spin_multiplicity=1
O -0.09128 1.34591 0.08565 -0.663
H 0.92588 -1.38901 -0.48920 0.335
H -2.49283 -0.20869 1.69258 0.318
O -2.06066 0.53711 2.12143 -0.632
H -0.68592 1.43481 0.84010 0.313
H -1.14169 0.39808 -2.79493 0.309
H 0.11739 -1.65468 -1.73600 0.371
O -0.20218 0.47816 -2.60852 -0.670
O 0.42219 -2.08619 -0.92898 -0.651
H -2.65388 0.80399 2.82993 0.303
H -0.16250 0.99412 -1.78192 0.370
H 2.95397 0.13083 0.57129 0.279
H 0.59225 0.72110 0.36923 0.400
H 2.34587 -1.13759 1.18491 0.313
O 2.13341 -0.36798 0.64443 -0.696